Computed, not measured: C41H50BaN9OS as an isolated structure in a non-equilibrium geometry, with ωB97M-V/def2-TZVPD.

The frontier orbital gap is 5.30 eV. For the HOMO energy, the calculation gives -3.221 eV. The charge is -1. Its energy above the lowest of the compared OMol25 structures with the same formula, charge and spin is 132.9 kJ/mol.

Geometry (Å):
Ba1 0.17164 -0.40572 -0.23154
C1 0.89929 -0.32711 3.57934
C2 -0.36275 -0.95196 3.47076
C3 -1.30894 0.04688 3.17331
C4 -0.63143 1.28694 3.08088
C5 0.73565 1.05682 3.32658
C6 1.82511 2.08607 3.41627
C7 -1.33172 2.60690 2.94453
C8 -2.79852 -0.11466 3.20003
C9 -0.67839 -2.39574 3.73135
C10 2.12429 -0.93840 4.18831
H1 2.46328 1.92108 4.29267
H2 1.41140 3.09351 3.53160
H3 2.48335 2.10856 2.54054
H4 -1.95298 2.83519 3.82226
H5 -2.01317 2.65370 2.08610
H6 -0.62940 3.43993 2.84244
H7 -3.19346 -0.14883 4.22716
H8 -3.14699 -1.02153 2.70650
H9 -3.31162 0.72440 2.71410
H10 -1.42964 -2.78115 3.03387
H11 -1.07348 -2.57476 4.74078
H12 0.20599 -3.03102 3.62500
H13 2.12559 -0.82821 5.28292
H14 3.04578 -0.46820 3.83549
H15 2.21335 -2.00657 3.98592
C11 1.47518 4.37862 0.77957
C12 0.67684 3.22402 0.26185
N1 1.14753 2.07813 -0.03381
N2 2.48318 1.81961 0.16507
C13 2.89372 0.81620 -0.59984
O1 2.19122 0.20422 -1.45954
C14 4.32426 0.40301 -0.41776
C15 4.78150 -0.72036 -1.09853
C16 6.08468 -1.16218 -0.92489
C17 6.94220 -0.47867 -0.07424
C18 6.49114 0.64850 0.60204
C19 5.18694 1.08851 0.43339
C20 -0.77207 3.38598 -0.04040
C21 -1.42842 4.58171 0.24853
C22 -2.76533 4.72629 -0.07479
C23 -3.41695 3.67475 -0.69631
C24 -2.68627 2.52637 -0.95737
N3 -1.40575 2.36385 -0.64372
H16 2.52249 4.09454 0.82299
H17 1.14702 4.65764 1.78393
H18 1.35426 5.25056 0.13221
H19 4.09296 -1.24289 -1.74952
H20 6.42667 -2.04787 -1.44597
H21 7.95937 -0.82470 0.06557
H22 7.15694 1.18354 1.26832
H23 4.81573 1.95381 0.96592
H24 -0.89495 5.37749 0.74750
H25 -3.28907 5.64402 0.16078
H26 -4.46024 3.72829 -0.97611
H27 -3.16712 1.68883 -1.45504
S1 -0.55931 -2.54751 -2.22468
C25 -0.27545 -3.90365 -1.16958
N4 -0.93824 -5.01648 -1.20595
N5 -1.97718 -5.05150 -2.06072
C26 -2.90509 -6.06716 -1.99181
C27 -4.03158 -6.01030 -2.82390
C28 -4.98039 -7.01541 -2.79190
C29 -4.83396 -8.10289 -1.93787
C30 -3.71677 -8.15836 -1.11648
C31 -2.75596 -7.15897 -1.13129
N6 0.80087 -4.06171 -0.23324
N7 1.32117 -3.02836 0.19882
C32 2.52194 -3.25957 0.94517
C33 3.14320 -4.51029 0.97459
C34 4.37555 -4.63967 1.58713
C35 5.00064 -3.53226 2.15058
C36 4.37914 -2.29780 2.11893
C37 3.13143 -2.15953 1.52325
H28 -2.19649 -4.17932 -2.53652
H29 -4.15014 -5.16833 -3.49689
H30 -5.84363 -6.94820 -3.44312
H31 -5.57849 -8.88771 -1.91054
H32 -3.58564 -8.99569 -0.44120
H33 -1.89373 -7.20425 -0.48237
H34 2.66031 -5.35196 0.50094
H35 4.86377 -5.60628 1.61071
H36 5.97644 -3.63708 2.60906
H37 4.85971 -1.43171 2.55284
H38 2.63728 -1.19330 1.53239
C38 -5.67616 0.60479 0.71242
C39 -5.55110 -0.80505 0.14331
C40 -6.68272 -1.67992 0.67263
C41 -5.61223 -0.76516 -1.38842
N8 -4.31212 -1.41220 0.65891
N9 -3.08993 -0.90983 0.14490
H39 -6.58645 1.08523 0.34506
H40 -4.82996 1.22743 0.41441
H41 -5.70479 0.57599 1.80198
H42 -7.65328 -1.22684 0.46480
H43 -6.57845 -1.81315 1.75032
H44 -6.66538 -2.66596 0.19998
H45 -6.61738 -0.49898 -1.72250
H46 -5.36137 -1.74027 -1.81429
H47 -4.92843 -0.02296 -1.80772
H48 -4.31770 -2.40746 0.46504
H49 -2.92156 -0.00321 0.57200
H50 -3.11819 -0.81157 -0.86940